1.
The following is a quantum chemistry calculation of a structure of composition C38H34AgBrN4O5S2 in a non-equilibrium geometry, from the Open Molecules 2025 dataset.

XYZ file:
```
85
Properties=species:S:1:pos:R:3:forces:R:3:mulliken_charge:R:1
C 1.17368 -1.04356 3.68544 0.10 -0.17 0.18 0.415
H -0.77522 -0.12281 3.66266 -0.06 0.01 -0.04 0.736
C 1.15702 -4.58914 -0.18462 -0.05 -0.04 0.04 -0.885
C -0.73754 2.14202 2.25328 0.54 -0.39 -0.05 -0.867
H 1.72646 -3.24307 -1.76510 0.08 -0.02 -0.06 0.296
C 0.13743 5.59748 -0.11341 0.03 0.05 -0.07 -0.480
H -5.86272 -0.70487 -0.93083 0.05 0.01 0.12 0.438
H -5.89942 -2.79179 -5.39892 0.03 -0.02 -0.02 0.402
H -3.65029 -3.78926 3.74161 -0.09 -0.05 -0.26 0.360
C 5.43386 3.24387 -3.70694 0.06 0.09 0.13 0.017
Ag -0.91366 -0.15061 -1.17267 -0.43 0.14 -0.08 0.174
C 0.26222 -4.80669 0.85080 -0.08 0.29 -0.05 -0.613
H -1.68074 1.66702 1.98391 0.01 -0.10 0.02 0.389
Br -3.10706 -2.13219 -4.83816 -0.17 -0.27 -0.25 -0.177
S 0.63501 0.93403 1.93839 -1.18 0.03 1.17 0.066
C 5.64731 3.67119 -1.36131 0.02 -0.06 -0.09 -0.068
C -7.08611 -2.16564 -3.72290 -0.05 -0.01 0.00 -0.469
C 3.47347 -1.96004 4.94631 0.02 -0.01 0.07 -0.426
H 0.88140 -1.12427 -3.23425 0.05 -0.14 0.08 0.529
C -4.68834 -1.31111 -2.59766 0.10 0.01 -0.06 0.223
O -2.63648 -0.18257 -2.71475 0.10 0.38 -0.17 -0.705
C 5.70803 4.58752 -3.91321 -0.06 -0.33 -0.29 -0.397
H 3.36288 -1.08175 -2.85694 0.01 -0.13 -0.11 0.475
H -1.90882 5.51780 -0.72727 -0.06 -0.01 -0.09 0.391
H -2.42507 3.51692 0.60138 -0.09 -0.09 0.00 0.414
H -4.84438 -4.15956 2.45553 0.01 0.20 0.09 0.378
C -0.73272 -2.71947 0.26420 -0.21 -0.30 0.27 -0.623
H -8.00379 -1.43902 -1.92933 -0.08 0.01 0.04 0.381
C -5.90312 -2.32912 -4.42264 0.05 -0.01 -0.04 -0.456
C 2.52885 2.09086 -2.07137 -0.01 -0.10 -0.09 -0.260
H 4.07920 -2.64783 3.01274 0.04 -0.08 -0.07 0.419
H 6.10273 5.73086 -0.92318 0.01 -0.01 0.14 0.390
C -0.01099 -0.47868 2.97496 0.42 0.49 -0.12 0.055
H 2.11287 5.44092 0.69750 0.09 0.02 0.00 0.454
C -7.07877 -1.57236 -2.47079 -0.06 0.02 0.04 -0.594
O -4.50075 -2.14307 2.82407 -0.02 0.42 -0.04 -0.498
H 5.75093 4.99319 -4.91465 -0.02 -0.01 -0.12 0.374
C 1.04485 -3.43407 -0.94640 0.08 -0.06 0.08 -0.148
H 1.93043 -5.30742 -0.40443 0.09 -0.07 -0.04 0.438
O 0.45473 0.51178 0.53447 0.38 -0.15 -0.79 -0.079
C 1.38390 -0.24270 -2.85734 0.05 0.06 -0.10 -0.356
C 0.82113 3.91352 1.44937 -0.05 0.05 0.00 -0.258
H 0.32143 -5.68488 1.47688 -0.04 -0.05 0.06 0.504
H 5.26176 2.57230 -4.53317 -0.04 -0.04 -0.08 0.424
C -0.72781 -3.85430 1.06875 0.34 0.09 -0.12 0.545
C 1.11783 5.02094 0.67766 0.07 0.04 0.01 -0.671
N 0.12756 -2.50209 -0.71991 0.10 0.04 -0.14 0.356
C -3.40137 -0.83554 -1.98368 -0.21 0.11 -0.30 0.874
H 2.62495 -1.15406 6.73849 0.00 -0.02 0.08 0.398
H -8.01542 -2.50536 -4.15590 -0.07 -0.02 -0.06 0.374
H -1.47051 -1.93965 0.40813 -0.12 -0.09 0.07 0.454
H 0.37104 6.45944 -0.72023 0.00 0.09 -0.03 0.397
C 3.30907 -2.15219 3.58413 0.01 0.02 0.00 -0.869
H 4.36254 -2.32028 5.43851 0.13 -0.03 0.06 0.399
H -0.42793 -1.18887 2.26265 -0.11 0.19 -0.06 -0.719
H -0.71223 2.36807 3.31934 -0.04 -0.07 0.12 0.495
H -5.44871 -2.12067 2.97329 -0.02 -0.09 -0.03 0.297
N 0.59024 0.80378 -2.62072 0.30 0.11 -0.32 -0.629
H 0.57756 -0.34578 5.61336 -0.03 0.04 0.09 0.385
C 5.90757 4.99374 -1.69071 0.04 -0.11 0.28 -0.363
C -4.71619 -1.88799 -3.86028 0.09 -0.01 -0.03 0.170
C 1.34935 -0.85191 5.04933 -0.10 0.01 -0.13 -0.565
H 2.94054 3.04930 -1.79706 -0.02 0.07 0.08 0.530
S 5.09779 1.04522 -2.07642 0.08 0.23 0.01 -0.226
N -2.96554 -3.54163 1.82590 -0.30 0.37 0.03 -0.032
C -0.45522 3.35806 1.43002 0.09 0.14 -0.11 0.540
C 5.40661 2.78397 -2.39911 -0.06 -0.44 0.05 -0.034
C -1.73993 -4.00993 2.15863 -0.08 -0.01 -0.18 0.370
H 0.49995 2.77171 -2.05464 -0.06 0.07 0.08 0.352
H 2.02750 -1.84217 1.89550 0.00 -0.04 -0.17 0.313
C 2.16357 -1.69771 2.95824 -0.08 -0.02 0.00 0.216
C -5.88466 -1.15647 -1.91087 -0.04 -0.08 -0.03 -0.356
C 3.34218 0.98700 -2.28592 -0.02 0.12 -0.01 0.594
C 2.49383 -1.31077 5.67787 0.05 0.01 0.08 -0.639
O -1.48262 -4.53796 3.22250 0.19 -0.18 0.14 -0.702
C 2.75156 -0.21162 -2.67683 0.19 0.15 0.03 -0.513
C -4.04652 -3.47103 2.76801 0.07 -0.57 0.34 -0.559
H -3.10501 -3.03432 0.96167 -0.01 -0.06 -0.12 0.151
H 5.63637 3.33736 -0.33472 -0.01 -0.01 0.07 0.434
C -1.43061 3.93779 0.63033 0.01 -0.09 0.06 -0.451
N 5.94416 5.43972 -2.93322 0.06 0.61 -0.04 -0.591
H 1.58681 3.46195 2.06508 0.09 0.04 0.05 0.404
C -1.13725 5.05953 -0.12702 -0.05 0.08 -0.06 -0.644
C 1.16510 1.93699 -2.23313 0.05 0.17 -0.01 -0.642
O -3.17173 -1.11596 -0.78827 -0.09 -0.39 0.87 -0.624
```
Positions in Å, forces in eV/Å.

Summary:
Net charge: 0
HOMO level in Eh: -0.2882
Kohn-Sham gap in eV: 8.12
Total energy in Eh: -5581.04668

2.
The following is a quantum chemistry calculation of a cluster of 6 separate species, C38H34BN6O15 in total in a non-equilibrium geometry, from the Open Molecules 2025 dataset.

XYZ file:
```
94
Properties=species:S:1:pos:R:3:forces:R:3:mulliken_charge:R:1
C 0.78361 1.71600 0.01367 2.01 2.79 -2.06 -0.089
O -7.13218 -2.26565 -3.18176 0.11 -0.20 -0.37 -0.608
O 0.83829 -0.48671 1.43686 2.37 8.24 -0.68 -0.457
H 6.78403 -1.34408 -2.91194 -0.08 -0.02 0.21 0.430
C -4.52323 -2.76327 -3.78962 0.02 0.06 0.15 -0.073
H 6.64087 2.04044 1.25920 -0.72 0.84 -0.99 0.309
C -2.95417 -3.68908 -5.36467 0.01 -0.01 -0.01 -0.440
C -1.96258 8.53402 4.23003 0.09 0.18 0.01 -0.370
B 0.53035 0.11527 0.15582 -0.62 -1.56 0.99 0.592
H 9.01287 -2.35024 -3.19539 -0.09 0.03 0.09 0.381
O -2.58281 1.21265 1.20597 0.13 0.09 -0.08 -0.707
H -2.51189 8.98276 6.25676 0.02 -0.05 -0.12 0.377
C 0.24772 -6.63625 2.34353 -0.10 0.11 -0.15 -0.452
H -3.79051 -4.52490 -7.15879 -0.07 0.06 0.09 0.377
C 0.87008 -5.39445 2.30583 0.11 -0.02 0.11 -0.418
C -5.56446 -3.11877 -4.64176 0.71 -0.14 -0.17 -0.035
H 9.09673 -3.39383 0.96287 -0.09 0.07 -0.07 0.381
H -6.11716 -4.02299 -6.52644 -0.03 0.11 0.22 0.452
C -0.91690 -6.85398 1.61533 -0.01 -0.02 0.01 -0.451
H 4.51132 3.60599 0.61411 0.63 -1.08 -1.02 0.296
O 0.42269 -2.17350 0.85775 -0.92 -7.81 -1.83 -0.528
C 8.53832 -2.35595 -2.22053 -0.05 -0.03 0.20 -0.517
N -1.37405 7.87025 1.92632 0.20 0.36 -0.17 1.022
C 0.22579 4.12895 0.44179 2.41 -0.26 -1.50 -0.236
C -3.21466 -3.05337 -4.15531 -0.14 -0.08 -0.15 -0.554
N 0.95326 -3.05523 1.51434 -0.26 -0.11 0.03 1.030
C 6.52296 2.73215 0.34252 1.42 0.33 -0.91 -0.129
C 2.36219 3.63198 -0.99600 -2.36 -2.19 2.59 0.377
H -3.58107 6.78664 6.64290 0.04 0.03 -0.11 0.377
H 1.66830 5.74219 -0.47228 -0.64 -1.51 0.39 0.451
H 1.74261 -0.12679 1.64700 -1.06 -0.05 0.58 0.269
H 1.77720 -5.23703 2.87777 -0.12 0.17 -0.12 0.457
O 3.47788 4.48617 -2.93298 0.23 -1.25 2.80 -0.488
H 0.66898 -7.43511 2.94377 -0.01 0.12 -0.06 0.386
O 4.85783 -1.24560 0.49156 0.07 0.18 -0.48 -0.606
N -6.94878 -2.83699 -4.24826 -0.55 0.04 -0.02 0.973
O -4.15465 1.97968 -0.06533 0.46 -0.35 0.38 -0.605
C 0.31397 -4.37562 1.53789 -0.43 -0.64 0.36 0.079
H -3.65216 5.10248 4.83311 0.05 0.10 -0.06 0.374
H -1.49287 9.49860 4.07543 -0.02 -0.18 -0.16 0.440
C 1.99223 2.14421 -0.81870 -1.54 2.32 1.13 -0.359
O 4.79217 -0.76866 -1.61706 0.03 0.02 0.39 -0.610
H 2.65876 1.37118 -1.33509 -1.27 1.02 0.93 0.646
C -4.23729 -0.24302 0.52074 -0.22 -0.67 0.07 0.061
H 10.16629 -3.38361 -1.26718 -0.10 0.06 0.02 0.381
C -1.99873 7.57789 3.21997 -0.31 -0.19 0.60 0.113
C -4.27220 -2.53520 1.23343 -0.08 0.10 -0.14 -0.468
C -2.60976 6.34392 3.42513 0.02 -0.13 -0.05 -0.255
C -5.99405 -1.69404 -0.23437 0.07 -0.04 0.14 -0.538
C 6.68210 -1.80726 -0.80120 0.62 -0.30 -0.10 0.045
C -5.31096 -3.74794 -5.85613 -0.10 -0.07 -0.13 -0.402
C 1.43941 4.64176 -0.34103 -0.49 -3.19 0.03 -0.644
C 5.03986 2.97423 -0.18752 0.39 -0.68 1.09 0.320
O 4.97023 3.64534 -1.47012 -2.41 -0.27 1.12 -0.276
H -2.76066 -1.14022 1.82448 -0.11 0.14 -0.11 0.416
O 7.54392 3.17217 -0.16573 -2.41 -0.67 0.79 -0.445
H -1.40347 -7.82343 1.65144 0.06 0.10 -0.01 0.395
H 0.63338 -1.42619 -1.04449 -1.11 0.47 0.35 0.296
C -5.39634 -0.44024 -0.22458 -0.11 0.16 -0.12 -0.327
C -5.43517 -2.73771 0.49662 0.04 0.04 -0.01 -0.535
C -3.14001 7.01137 5.67712 0.00 0.02 0.01 -0.394
H -4.71362 -2.26746 -2.84442 -0.17 -0.07 -0.15 0.458
N 5.34708 -1.23085 -0.62930 -0.13 -0.01 0.13 1.115
H -6.89819 -1.85858 -0.80878 0.14 0.08 0.03 0.441
C -3.99910 -4.03207 -6.21572 0.03 0.10 0.20 -0.455
C -3.17924 6.06302 4.66047 0.09 0.16 0.00 -0.512
H -2.36831 -6.01003 0.27340 0.10 0.06 0.03 0.420
C -3.66642 -1.28564 1.24666 0.20 0.00 0.13 -0.280
H -1.28297 -3.80071 0.19646 0.18 0.03 0.13 0.521
C 3.65559 3.95614 -1.84056 0.11 1.39 -2.62 0.309
H -3.83990 -3.35277 1.80044 0.00 0.12 -0.03 0.504
H 4.56899 1.92984 -0.28404 0.64 1.49 0.40 -0.091
C 9.18706 -2.93490 -1.13480 -0.01 0.01 -0.01 -0.415
H -0.49442 4.88758 0.93546 1.20 -1.54 -0.90 0.327
N -0.01800 2.72983 0.58880 1.87 1.57 -1.00 0.288
O 0.05345 -0.63187 -0.94728 1.87 1.56 1.09 -0.389
C 7.28080 -1.78941 -2.05763 -0.07 0.07 -0.20 -0.269
N -3.61568 1.08169 0.55212 -0.35 0.27 -0.36 1.062
H -0.84877 2.46588 1.16478 0.62 -0.02 -0.76 0.254
H -2.64714 5.59672 2.64090 0.04 0.22 -0.02 0.503
O 1.98161 -2.90759 2.15847 -0.12 0.03 -0.46 -0.637
C -0.84707 -4.58866 0.80071 -0.10 0.09 -0.10 -0.205
H -1.93117 -3.91932 -5.64497 -0.11 0.03 0.02 0.380
C -1.46150 -5.83407 0.84181 0.16 0.00 0.13 -0.661
H -5.90923 -3.71410 0.49279 0.04 0.11 -0.01 0.430
C 7.32984 -2.37574 0.29218 -0.05 -0.03 0.21 -0.252
O -0.82150 8.94559 1.79302 -0.26 -0.58 -0.02 -0.572
H -5.84308 0.36568 -0.79572 0.17 0.00 0.13 0.474
C 8.58585 -2.94246 0.11961 -0.06 0.08 -0.18 -0.499
O -7.83717 -3.19096 -5.00291 0.43 0.17 0.36 -0.581
H 6.87169 -2.38784 1.27441 -0.10 0.07 -0.20 0.438
C -2.53704 8.24591 5.46175 -0.03 -0.19 -0.12 -0.452
O -1.43980 7.01222 1.05074 0.16 0.10 0.24 -0.657
H -2.39601 -2.78643 -3.49559 -0.12 0.01 -0.04 0.518
```
Positions in Å, forces in eV/Å.

Summary:
Net charge: +1
HOMO level in Eh: -0.4200
Kohn-Sham gap in eV: 7.23
Total energy in Eh: -2949.65372